Here is a 2-piece molecular cluster, C5H16NO2 overall from the Open Molecules 2025 dataset. Energies are from the ωB97M-V functional and the def2-TZVPD basis.

The geometry in XYZ format:
```
24
Properties=species:S:1:pos:R:3
C 1.25961 -1.12479 -0.28956
O 2.58212 -0.72613 -0.00220
C 0.40779 0.07912 0.06960
C -1.10419 0.11470 -0.11128
C -1.46480 -0.00309 -1.59760
C -1.69403 1.36104 0.55978
N 1.10508 1.22282 -0.72949
H 1.13735 -1.41972 -1.32690
H 0.96741 -2.01771 0.24799
H 3.22059 -1.42207 -0.15666
H 0.67097 0.32172 1.06409
H -1.43432 -0.81329 0.34970
H -0.98513 -0.85215 -2.09014
H -1.13816 0.86699 -2.17974
H -2.53772 -0.09910 -1.75104
H -2.36362 1.90920 -0.10965
H -2.22849 1.05170 1.44216
H -0.96754 2.16368 0.72617
H 1.99390 0.93930 -1.13376
H 0.52313 1.73371 -1.39218
H 1.35764 1.90533 -0.04005
H -0.15623 -2.30050 2.41066
H 0.40469 -1.33462 3.48576
O 0.44396 -1.55614 2.55435
```

Values from the calculation:
E_LUMO: -3.028 eV
HOMO: -14.76 eV
net charge: +1
relative energy (zero: lowest compared OMol25 entry of this formula, charge and spin): 0.801 eV
Kohn-Sham gap: 11.73 eV